(1)
Below is 2 unconnected molecules or ions with the total composition C4H14NO2, with properties calculated with ωB97M-V/def2-TZVPD.

The calculation puts the orbital gap at 11.9 eV. The calculation puts the LUMO energy at -2.801 eV. The net charge is +1. For the HOMO energy, the calculation gives -14.686 eV. Its total energy is -9953.8881 eV. The calculation puts the energy above the lowest of the compared OMol25 structures with the same formula, charge and spin at 0.873 eV.

Atoms and positions in Å:
O  1.498  0.813  -1.716
O  2.251  -1.236  0.580
N  0.106  0.489  0.775
C  0.086  0.836  -1.708
C  -1.078  -0.167  1.432
C  -1.628  -1.302  0.600
C  -0.279  1.422  -0.350
H  0.820  -0.208  0.458
H  -0.266  1.505  -2.465
H  -1.325  1.685  -0.232
H  2.188  -1.854  -0.161
H  0.317  2.320  -0.293
H  -2.304  -0.958  -0.171
H  -2.215  -1.937  1.256
H  0.575  1.060  1.469
H  -0.775  -0.428  2.447
H  -1.819  0.620  1.560
H  1.873  0.632  -2.583
H  -0.364  -0.154  -1.849
H  -0.850  -1.931  0.164
H  3.190  -1.207  0.787



(2)
Below is a molecular structure, C31H53Br24ClNO2 at a distorted geometry, with properties calculated with ωB97M-V/def2-TZVPD.

The calculation puts the orbital gap at 8.1 eV. The calculation puts the LUMO energy at -3.219 eV. The net charge is +1. For the HOMO energy, the calculation gives -11.358 eV. Its total energy is -1732125.3395 eV.

Atoms and positions in Å:
Br  -7.452  -3.506  7.274
Br  -13.966  -1.608  -1.287
Br  -6.823  -1.565  2.896
Br  -1.213  3.341  -2.424
Br  13.775  1.875  -8.810
Br  -0.952  -0.246  -4.814
Br  7.121  1.850  -8.699
Br  -11.584  -3.448  -0.241
Br  5.276  3.232  -2.373
Br  11.839  4.357  -9.272
Br  -10.201  -3.154  5.706
Br  7.688  4.712  -7.418
Br  9.711  2.301  -6.908
Br  -9.853  -0.594  2.670
Br  -8.800  -0.624  7.046
Br  -12.878  -1.273  1.683
Br  1.732  4.455  -2.854
Br  8.039  2.884  -3.915
Br  7.798  2.019  -0.856
Br  -3.721  -1.464  -3.870
Br  11.115  1.531  -10.530
Br  0.123  5.228  -0.219
Br  -7.470  1.500  2.333
Br  -3.542  1.623  -4.674
Cl  -4.008  1.192  2.867
O  -1.921  -0.301  2.555
O  2.568  2.977  2.294
N  0.871  3.370  4.736
C  1.992  1.884  2.994
C  -8.536  -2.337  6.199
C  -0.548  2.461  2.884
C  -3.747  -6.090  0.335
C  2.828  0.562  2.902
C  -1.456  1.653  3.848
C  -2.756  -3.214  0.020
C  4.413  0.042  -0.209
C  4.949  -0.994  0.794
C  4.327  0.766  2.618
C  -0.023  3.708  3.584
C  1.814  2.207  4.479
C  0.627  1.620  2.329
C  0.000  4.794  -2.097
C  1.215  -0.937  -1.869
C  -4.487  -5.073  -0.570
C  -12.432  -1.725  -0.136
C  8.464  3.104  -8.134
C  -8.064  -0.119  3.192
C  2.288  0.147  -1.712
C  -2.869  -0.153  -4.990
C  2.867  0.163  -0.274
C  -1.311  -2.923  -0.461
C  12.537  2.723  -10.012
C  -1.197  -1.652  -1.337
C  -4.203  -6.039  1.799
C  -3.630  -3.894  -1.056
C  -2.326  0.701  3.053
C  7.198  3.237  -2.225
C  5.018  -0.555  2.278
C  0.000  -0.746  -0.959
H  -7.990  -2.156  5.284
H  -3.972  -7.094  -0.042
H  1.659  -1.927  -1.688
H  0.712  1.771  1.250
H  0.299  -1.038  0.058
H  4.511  1.544  1.875
H  -5.389  -4.722  -0.056
H  -3.117  -0.397  -6.013
H  3.073  0.024  -2.462
H  3.388  3.261  2.728
H  -1.023  -3.786  -1.073
H  -4.832  -5.606  -1.465
H  -3.802  -5.169  2.327
H  6.056  -0.540  2.624
H  2.565  1.096  0.219
H  4.528  -1.331  2.884
H  7.491  4.230  -1.916
H  -2.114  -1.065  -1.221
H  1.426  1.324  4.988
H  2.456  -0.689  0.280
H  -3.835  -6.932  2.320
H  -4.322  -3.132  -1.443
H  2.361  -0.150  2.217
H  4.763  -0.273  -1.199
H  -0.846  4.338  3.932
H  5.974  -1.231  0.482
H  -0.880  1.030  4.541
H  -1.171  2.813  2.055
H  -0.668  -2.852  0.423
H  -2.712  -3.781  0.954
H  -1.076  -1.947  -2.380
H  0.554  4.296  2.863
H  -8.079  0.078  4.257
H  -11.714  -0.992  -0.478
H  1.783  1.106  -1.896
H  2.783  0.083  3.891
H  -3.208  -2.243  0.268
H  -2.099  2.338  4.410
H  4.900  1.010  -0.043
H  -3.016  -4.195  -1.913
H  -2.660  -5.976  0.267
H  4.775  1.124  3.561
H  -0.283  0.312  -0.886
H  4.393  -1.930  0.674
H  0.881  -0.932  -2.915
H  2.783  2.482  4.907
H  -5.294  -6.074  1.873
H  0.275  3.112  5.526
H  0.380  0.567  2.495
H  9.030  3.387  -9.012
H  13.081  2.983  -10.908
H  -0.402  5.667  -2.593
H  1.395  4.201  5.006



(3)
Below is 7 unconnected molecules or ions with the total composition C7H7Cl21 at a distorted geometry, with properties calculated with ωB97M-V/def2-TZVPD.

The calculation puts the orbital gap (alpha / beta) at 9.9 / 2.8 eV. Its expectation value of S² is 0.75. The calculation puts the LUMO energy (alpha / beta) at -3.458 / -10.580 eV. The net charge is +1. For the HOMO energy (alpha / beta), the calculation gives -13.379 / -13.368 eV. Its total energy is -270332.1643 eV. The multiplicity is 2. The calculation puts the energy above the lowest of the compared OMol25 structures with the same formula, charge and spin at 0.000 eV.

Atoms and positions in Å:
Cl  5.214  -0.611  1.223
Cl  0.889  1.975  -1.465
Cl  -2.122  -4.085  -4.608
Cl  -4.696  0.860  -1.513
Cl  -3.612  4.240  0.249
Cl  -1.862  0.272  -1.735
Cl  5.581  0.725  3.822
Cl  0.908  1.315  4.196
Cl  -0.060  3.654  2.953
Cl  3.157  0.144  -2.264
Cl  -0.104  -2.226  -3.448
Cl  -0.067  -4.442  2.025
Cl  -1.451  1.176  2.479
Cl  -3.769  -1.910  -1.649
Cl  -1.162  5.792  -0.052
Cl  -0.075  -2.068  3.723
Cl  -0.741  -4.698  -2.040
Cl  3.467  -1.136  3.372
Cl  1.930  -0.006  0.377
Cl  -0.948  -1.957  0.952
Cl  -2.415  4.571  -2.456
C  -3.489  -0.264  -2.190
C  -0.625  -3.901  -3.640
C  0.199  -2.706  2.082
C  0.109  1.924  2.698
C  4.426  0.124  2.620
C  1.657  0.340  -1.336
C  -2.113  4.381  -0.715
H  0.153  -4.498  -4.115
H  0.967  -0.414  -1.714
H  0.729  1.767  1.816
H  3.709  0.897  2.342
H  -3.567  -0.270  -3.277
H  1.224  -2.521  1.763
H  -1.442  3.554  -0.480



(4)
Below is C5H14OSi in the gas phase at a distorted geometry, with properties calculated with ωB97M-V/def2-TZVPD.

The calculation puts the orbital gap at 10.8 eV. The calculation puts the LUMO energy at 0.939 eV. For the HOMO energy, the calculation gives -9.815 eV. Its total energy is -15338.8741 eV. The calculation puts the energy above the lowest of the compared OMol25 structures with the same formula, charge and spin at 0.000 eV.

Atoms and positions in Å:
Si  0.761  0.162  0.177
O  -0.231  0.397  -1.171
C  -2.628  -0.075  -0.878
C  1.245  1.889  0.684
C  -1.264  -0.525  -1.425
C  -0.112  -0.605  1.664
C  2.267  -0.776  -0.386
H  1.943  1.745  1.512
H  -0.973  -1.451  -0.905
H  2.905  -0.071  -0.905
H  -2.578  0.193  0.192
H  0.686  -0.832  2.385
H  1.784  2.426  -0.070
H  -0.638  -1.522  1.358
H  -3.405  -0.835  -0.996
H  -1.240  -0.790  -2.492
H  -2.971  0.823  -1.376
H  2.803  -1.096  0.512
H  0.441  2.526  1.049
H  2.080  -1.652  -0.994
H  -0.873  0.072  2.062



(5)
Below is a molecular structure, C12H30BCoF4N2O4 at a distorted geometry, with properties calculated with ωB97M-V/def2-TZVPD.

The calculation puts the orbital gap (alpha / beta) at 2.3 / 10.4 eV. Its expectation value of S² is 6.01. The calculation puts the LUMO energy (alpha / beta) at 0.135 / 0.043 eV. For the HOMO energy (alpha / beta), the calculation gives -2.140 / -10.391 eV. Its total energy is -73274.8542 eV. The multiplicity is 5. The calculation puts the energy above the lowest of the compared OMol25 structures with the same formula, charge and spin at 0.000 eV.

Atoms and positions in Å:
Co  -0.341  -0.012  -0.003
F  -2.316  0.160  -0.554
F  -3.855  1.667  0.069
F  -4.315  -0.558  0.320
F  -2.627  0.500  1.548
O  1.824  -0.231  -0.662
O  -0.955  -1.501  1.498
O  0.972  0.454  1.808
O  -0.185  0.779  -2.314
N  -0.359  -1.910  -1.024
N  -0.459  2.080  0.320
C  0.606  1.727  2.426
C  2.184  -0.093  2.282
C  0.423  2.702  1.296
C  2.968  0.679  -0.934
C  -1.100  -1.438  2.913
C  0.178  0.466  -3.673
C  -0.856  2.052  -2.167
C  -1.650  -2.585  0.923
C  -1.570  -2.730  -0.625
C  -0.304  2.797  -0.986
C  2.089  -1.590  -1.118
C  0.943  -2.520  -0.695
B  -3.308  0.396  0.347
H  -1.392  2.314  0.627
H  2.240  -1.141  1.988
H  -0.386  -2.095  -2.016
H  3.818  0.353  -0.334
H  0.702  -0.483  -3.792
H  -2.689  -2.697  1.231
H  -0.737  0.190  -4.197
H  1.432  2.051  3.060
H  -1.930  1.878  -2.108
H  3.056  -1.900  -0.723
H  0.729  3.046  -1.228
H  1.083  -2.828  0.341
H  0.798  1.264  -4.082
H  1.371  2.985  0.840
H  -2.531  -2.409  -1.027
H  2.309  -0.110  3.364
H  -1.189  -3.496  1.306
H  2.669  1.683  -0.632
H  3.106  0.888  -1.994
H  -0.675  -0.573  3.423
H  2.130  -1.524  -2.205
H  -0.672  2.757  -2.977
H  0.989  -3.398  -1.340
H  -0.838  3.746  -0.925
H  -2.172  -1.348  3.088
H  -0.237  1.617  3.108
H  -1.493  -3.786  -0.882
H  -0.640  -2.281  3.428
H  3.092  0.379  1.906
H  0.070  3.625  1.757



(6)
Below is 2 unconnected molecules or ions with the total composition C2H3ClS at a distorted geometry, with properties calculated with ωB97M-V/def2-TZVPD.

The calculation puts the orbital gap at 10.5 eV. The calculation puts the LUMO energy at -0.061 eV. For the HOMO energy, the calculation gives -10.587 eV. Its total energy is -25477.7174 eV. The calculation puts the energy above the lowest of the compared OMol25 structures with the same formula, charge and spin at 1.849 eV.

Atoms and positions in Å:
Cl  0.416  -1.772  0.028
S  -3.116  0.189  0.089
C  -1.792  0.846  -0.163
C  1.023  -0.102  0.054
H  1.994  -0.080  -0.367
H  0.452  0.446  -0.606
H  1.024  0.473  0.965



(7)
Below is a molecular structure, C25H25CdNOSi at a distorted geometry, with properties calculated with ωB97M-V/def2-TZVPD.

The calculation puts the orbital gap (alpha / beta) at 3.7 / 4.9 eV. The calculation puts the LUMO energy (alpha / beta) at 4.498 / 4.497 eV. The net charge is -2. For the HOMO energy (alpha / beta), the calculation gives 0.754 / -0.375 eV. Its total energy is -42304.1281 eV. The calculation puts the energy above the lowest of the compared OMol25 structures with the same formula, charge and spin at 3.875 eV.

Atoms and positions in Å:
Cd  -0.779  2.180  -1.767
Si  0.210  -0.290  0.752
O  -0.063  0.372  -0.703
N  0.264  4.665  -2.189
C  -0.689  -4.857  0.495
C  -1.747  -0.387  2.870
C  4.167  -1.008  1.918
C  -0.119  -2.083  0.650
C  4.691  0.278  2.069
C  -2.638  0.193  3.792
C  3.851  1.375  1.840
C  -0.486  0.115  -4.858
C  -0.023  -0.849  -3.919
C  0.390  1.233  -4.817
C  -0.146  -4.314  1.663
C  2.839  -1.195  1.493
C  -2.757  2.706  -1.942
C  1.124  -0.311  -3.265
C  -0.646  -2.644  -0.518
C  -0.931  -4.016  -0.598
C  -0.886  1.793  2.330
C  -3.199  1.543  -2.586
C  2.529  1.185  1.412
C  -2.677  1.579  3.968
C  -0.876  0.404  2.101
C  1.400  0.967  -3.842
C  -1.785  2.374  3.238
C  0.146  -2.935  1.735
C  1.984  -0.103  1.272
H  -1.352  -0.002  -5.506
H  2.478  -2.208  1.301
H  2.228  1.619  -3.576
H  -0.461  -1.829  -3.733
H  -2.713  1.253  -3.521
H  -1.342  -4.443  -1.517
H  -3.372  2.030  4.682
H  -0.838  -2.001  -1.382
H  4.799  -1.883  2.105
H  -3.327  -0.445  4.353
H  -1.813  3.461  3.362
H  -3.486  0.689  -1.961
H  -0.916  -5.924  0.447
H  -0.208  2.444  1.765
H  4.245  2.387  1.967
H  -0.284  5.015  -1.336
H  1.702  -0.801  -2.481
H  -1.770  -1.471  2.724
H  0.310  2.132  -5.421
H  1.920  2.054  1.144
H  0.595  -2.519  2.647
H  0.068  -4.943  2.538
H  5.717  0.422  2.409
H  -3.153  3.186  -0.915
H  -2.173  3.807  -2.689



(8)
Below is 2 unconnected molecules or ions with the total composition C4H8OSi at a distorted geometry, with properties calculated with ωB97M-V/def2-TZVPD.

The calculation puts the orbital gap at 8.2 eV. The calculation puts the LUMO energy at 0.016 eV. For the HOMO energy, the calculation gives -8.177 eV. Its total energy is -14196.6647 eV. The calculation puts the energy above the lowest of the compared OMol25 structures with the same formula, charge and spin at 5.978 eV.

Atoms and positions in Å:
Si  -0.688  -2.564  0.912
O  -0.162  1.807  -2.070
C  0.640  1.956  0.205
C  0.064  -0.212  -0.914
C  0.524  -1.337  0.757
C  0.044  1.109  -0.870
H  -1.175  -2.828  -0.519
H  1.039  3.001  -0.222
H  -1.486  -3.538  1.810
H  -0.426  -0.790  -1.721
H  -0.914  1.289  -2.390
H  -0.175  2.303  0.813
H  1.473  -0.940  1.203
H  1.436  1.414  0.857